1.
{"formula": "C23H75NO18S3", "method": "ωB97M-V with the def2-TZVPD basis set", "symbols": ["C", "C", "C", "C", "C", "C", "C", "C", "N", "C", "C", "C", "C", "C", "C", "C", "C", "C", "S", "S", "C", "C", "C", "O", "S", "O", "O", "O", "C", "C", "C", "H", "H", "H", "H", "H", "H", "H", "H", "H", "H", "H", "H", "H", "H", "H", "H", "H", "H", "H", "H", "H", "H", "H", "H", "H", "H", "H", "H", "H", "H", "H", "H", "H", "H", "H", "H", "H", "H", "H", "H", "H", "H", "H", "H", "H", "H", "H", "O", "H", "H", "O", "H", "H", "O", "H", "H", "O", "H", "H", "O", "H", "H", "O", "H", "H", "O", "H", "H", "O", "H", "H", "O", "H", "H", "O", "H", "H", "O", "H", "H", "O", "H", "H", "O", "H", "H", "O", "H", "H"], "xyz": [[7.091, -1.101, 3.514], [6.235, -1.900, 2.356], [7.078, -3.151, 1.704], [6.833, -3.368, 0.087], [5.244, -3.520, -0.302], [4.900, -3.030, -1.858], [3.270, -3.081, -2.028], [2.596, -1.588, -2.366], [1.429, -1.444, -1.416], [1.290, -0.049, -0.852], [1.436, 1.166, -1.943], [2.753, 2.059, -1.517], [2.591, 3.680, -1.897], [2.869, 4.556, -0.500], [4.483, 4.543, -0.097], [4.847, 3.539, 1.148], [6.503, 3.364, 1.170], [0.135, -1.989, -1.978], [-0.229, -3.649, -1.633], [-1.141, -1.051, -2.977], [-2.678, -1.036, -1.900], [-4.069, -1.438, -2.689], [-5.031, -0.080, -2.850], [-6.168, -0.153, -1.875], [-5.569, 0.068, -0.267], [-4.672, 1.358, -0.191], [-6.831, 0.373, 0.839], [-6.316, 0.881, 1.947], [-6.817, -0.047, 3.009], [-5.843, 0.069, 4.329], [-4.952, -1.325, 4.398], [7.887, -1.787, 4.065], [6.369, -0.673, 4.334], [7.695, -0.185, 3.059], [5.291, -2.368, 2.918], [5.780, -1.175, 1.536], [6.810, -4.151, 2.287], [8.227, -2.904, 1.866], [7.344, -4.400, -0.187], [7.282, -2.503, -0.571], [4.508, -2.981, 0.449], [4.982, -4.679, -0.221], [5.390, -2.003, -2.138], [5.403, -3.852, -2.552], [3.009, -3.847, -2.887], [2.827, -3.480, -1.014], [3.438, -0.780, -2.246], [2.173, -1.684, -3.460], [0.211, 0.056, -0.353], [2.054, 0.022, 0.059], [0.497, 1.887, -1.790], [1.408, 0.837, -3.065], [2.781, 2.041, -0.324], [3.768, 1.670, -1.971], [1.515, 3.877, -2.339], [3.403, 4.048, -2.660], [2.519, 5.682, -0.655], [2.242, 4.068, 0.389], [5.051, 4.238, -1.079], [4.857, 5.627, 0.233], [4.502, 3.959, 2.193], [4.414, 2.456, 1.059], [6.714, 2.260, 1.497], [7.019, 4.134, 1.904], [6.907, 3.463, 0.057], [-2.741, 0.058, -1.428], [-2.606, -1.788, -0.976], [-4.710, -2.169, -1.998], [-3.909, -2.008, -3.699], [-5.466, -0.102, -3.943], [-4.415, 0.919, -2.755], [-7.956, 0.201, 3.253], [-6.786, -1.129, 2.506], [-5.060, 0.963, 4.244], [-6.535, 0.220, 5.289], [-5.635, -2.208, 4.768], [-4.015, -1.186, 5.086], [-4.574, -1.586, 3.314], [-7.820, -2.499, 5.814], [-8.502, -2.200, 6.434], [-8.148, -3.355, 5.501], [4.117, -0.263, 5.306], [3.927, 0.462, 5.920], [3.651, -1.022, 5.688], [-1.172, -3.478, 2.032], [-0.591, -4.189, 2.342], [-0.942, -3.378, 1.097], [-9.733, -3.586, 4.364], [-9.697, -3.928, 3.458], [-10.275, -2.786, 4.291], [-3.229, 3.648, -2.660], [-3.910, 3.629, -3.349], [-3.587, 3.082, -1.960], [-5.056, 3.322, -5.211], [-5.985, 3.598, -5.197], [-5.084, 2.423, -5.572], [1.662, -0.857, 3.703], [1.415, -0.139, 3.100], [2.398, -0.489, 4.215], [-5.334, 0.887, -7.056], [-4.636, 0.490, -7.598], [-6.155, 0.574, -7.464], [4.871, -5.260, -4.138], [4.190, -5.280, -4.827], [4.513, -5.826, -3.438], [8.166, -4.293, -2.566], [8.864, -4.691, -3.108], [7.345, -4.606, -2.975], [-7.387, 3.429, -3.220], [-6.869, 2.745, -2.770], [-8.169, 3.537, -2.658], [-10.232, 1.277, 2.945], [-9.970, 2.068, 3.440], [-9.424, 1.014, 2.480], [0.071, 4.964, -0.301], [-0.610, 4.944, -0.990], [-0.287, 4.398, 0.399], [-1.442, 7.468, -0.050], [-1.340, 7.626, -1.001], [-0.744, 6.828, 0.157]], "mulliken_charge": [-0.888, -0.042, -0.693, -0.534, -0.468, 0.347, -0.562, -0.042, 0.279, -0.785, -0.099, -0.021, -0.659, -0.339, -0.578, -0.044, -0.724, -0.285, -0.214, -0.050, -0.142, -0.609, 0.094, -0.425, 0.663, -0.549, -0.109, -0.231, 0.051, -0.372, -0.792, 0.315, 0.116, 0.239, 0.185, 0.125, 0.224, 0.345, 0.316, 0.278, 0.289, 0.220, 0.364, -0.629, 0.146, 0.348, -0.079, 0.196, 0.319, 0.173, 0.213, 0.281, -0.213, 0.141, 0.260, 0.333, 0.260, 0.142, 0.307, 0.249, 0.278, -0.033, 0.098, 0.261, 0.255, 0.214, 0.182, 0.242, 0.367, 0.161, 0.018, -0.144, 0.279, 0.294, 0.233, 0.147, 0.308, 0.217, -0.571, 0.251, 0.339, -0.674, 0.285, 0.332, -0.618, 0.305, 0.278, -0.642, 0.308, 0.323, -0.646, 0.306, 0.344, -0.615, 0.285, 0.326, -0.627, 0.321, 0.370, -0.610, 0.298, 0.295, -0.629, 0.287, 0.340, -0.595, 0.280, 0.288, -0.605, 0.327, 0.287, -0.645, 0.330, 0.338, -0.645, 0.317, 0.296, -0.633, 0.297, 0.378], "gap_ev": 7.553, "e_above_lowest_kcal_mol": 249.8, "total_energy_ev": -95901.683, "homo_energy_ev": -8.46, "multiplicity": 1}

2.
{"formula": "C5H8S2", "method": "ωB97M-V with the def2-TZVPD basis set", "symbols": ["C", "S", "C", "C", "C", "C", "S", "H", "H", "H", "H", "H", "H", "H", "H"], "xyz": [[0.586, 1.462, -0.981], [0.322, 0.638, -2.556], [-0.736, 0.802, -1.053], [-1.090, -0.365, -0.115], [0.084, -1.168, 0.391], [0.865, -0.782, 1.596], [-0.117, -2.170, 1.920], [1.277, 0.928, -0.343], [0.577, 2.577, -1.017], [-1.585, 1.476, -1.183], [-1.498, 0.074, 0.749], [-1.790, -1.084, -0.590], [0.678, -1.655, -0.341], [1.948, -0.913, 1.486], [0.480, 0.181, 2.038]], "nbo_charge": [-0.510, 0.087, -0.269, -0.431, -0.269, -0.553, 0.138, 0.224, 0.233, 0.227, 0.218, 0.230, 0.228, 0.229, 0.218], "gap_ev": 9.651, "e_above_lowest_kcal_mol": 30.5, "smiles": "C1S[C@H]1C[C@H]1CS1", "total_energy_ev": -26983.835, "homo_energy_ev": -8.82, "multiplicity": 1}

3.
{"formula": "C29H24BF6NO2S", "method": "ωB97M-V with the def2-TZVPD basis set", "symbols": ["C", "C", "C", "C", "C", "B", "C", "C", "C", "C", "F", "F", "F", "C", "C", "C", "F", "F", "F", "C", "O", "C", "C", "O", "S", "H", "H", "H", "H", "H", "H", "H", "H", "H", "H", "H", "H", "C", "N", "C", "C", "C", "C", "C", "C", "C", "C", "C", "C", "C", "C", "C", "H", "H", "H", "H", "H", "H", "H", "H", "H", "H", "H", "H"], "xyz": [[-4.775, 0.548, -3.999], [-3.633, -0.115, -3.328], [-3.163, -1.405, -3.529], [-2.027, -1.677, -2.714], [-1.608, -0.582, -1.989], [-0.857, -0.704, 0.435], [-0.293, -0.440, -1.276], [0.263, 0.901, -1.382], [1.325, 1.164, -2.196], [1.742, 2.598, -2.419], [2.946, 2.702, -3.071], [0.829, 3.299, -3.162], [1.881, 3.270, -1.226], [2.022, 0.145, -2.856], [1.687, -1.178, -2.546], [2.502, -2.317, -3.125], [2.933, -3.182, -2.143], [1.772, -3.066, -4.011], [3.616, -1.883, -3.790], [0.635, -1.472, -1.726], [-1.838, 0.307, 0.751], [-3.093, -0.340, 1.049], [-2.948, -1.825, 0.716], [-1.568, -1.982, 0.320], [-2.638, 0.773, -2.217], [-5.179, -0.188, -4.711], [-5.546, 0.834, -3.261], [-4.427, 1.450, -4.538], [-3.636, -2.108, -4.225], [-1.564, -2.642, -2.582], [-0.202, 1.711, -0.840], [2.862, 0.366, -3.497], [0.424, -2.513, -1.487], [-3.315, -0.195, 2.116], [-3.889, 0.134, 0.463], [-3.178, -2.451, 1.599], [-3.660, -2.110, -0.080], [1.731, 2.718, 3.631], [1.386, 1.487, 2.922], [0.401, 0.657, 3.452], [-0.238, 0.951, 4.675], [-1.227, 0.106, 5.171], [-1.622, -1.023, 4.438], [-0.996, -1.319, 3.234], [-0.010, -0.474, 2.709], [0.513, -0.740, 1.329], [1.834, -0.044, 1.109], [2.192, 1.100, 1.863], [3.385, 1.800, 1.581], [4.293, 1.283, 0.673], [4.028, 0.053, 0.060], [2.845, -0.621, 0.330], [2.053, 3.497, 2.927], [0.847, 3.106, 4.144], [2.533, 2.554, 4.370], [0.048, 1.836, 5.246], [-1.698, 0.332, 6.128], [-2.427, -1.674, 4.793], [-1.269, -2.212, 2.666], [0.757, -1.808, 1.234], [3.588, 2.752, 2.070], [5.206, 1.838, 0.448], [4.747, -0.361, -0.647], [2.697, -1.621, -0.082]], "nbo_charge": [-0.640, -0.189, -0.265, -0.256, -0.148, 1.068, -0.414, 0.085, -0.210, 0.983, -0.325, -0.320, -0.323, -0.063, -0.216, 0.981, -0.327, -0.321, -0.322, 0.093, -0.752, -0.090, -0.087, -0.761, 0.464, 0.226, 0.224, 0.225, 0.228, 0.228, 0.244, 0.258, 0.236, 0.186, 0.182, 0.175, 0.182, -0.407, -0.391, 0.143, -0.261, -0.208, -0.232, -0.218, 0.075, -0.625, 0.045, 0.176, -0.272, -0.179, -0.273, -0.210, 0.210, 0.215, 0.198, 0.212, 0.214, 0.211, 0.228, 0.245, 0.218, 0.218, 0.217, 0.215], "gap_ev": 5.240, "e_above_lowest_kcal_mol": 72.7, "total_energy_ev": -63865.079, "homo_energy_ev": -7.15, "multiplicity": 1}

4.
{"formula": "H12O6", "method": "ωB97M-V with the def2-TZVPD basis set", "symbols": ["O", "H", "H", "O", "H", "H", "O", "H", "H", "O", "H", "H", "O", "H", "H", "O", "H", "H"], "xyz": [[2.328, 1.885, -1.647], [3.072, 1.418, -1.260], [1.544, 1.362, -1.399], [0.936, 1.007, 2.180], [1.825, 0.775, 2.466], [0.375, 0.277, 2.470], [0.058, 0.283, -0.914], [-0.543, -0.385, -1.260], [0.211, 0.048, 0.009], [-2.217, 1.151, 1.379], [-1.432, 1.689, 1.222], [-1.876, 0.287, 1.632], [-0.331, -1.244, -3.924], [-0.169, -2.193, -3.949], [-0.896, -1.071, -4.683], [-0.868, -1.431, 2.373], [-0.272, -2.033, 2.832], [-1.743, -1.825, 2.472]], "nbo_charge": [-0.963, 0.454, 0.496, -0.955, 0.473, 0.480, -0.960, 0.489, 0.480, -0.947, 0.482, 0.463, -0.938, 0.467, 0.472, -0.972, 0.488, 0.491], "gap_ev": 10.266, "e_above_lowest_kcal_mol": 30.5, "smiles": "O.O.O.O.O.O", "total_energy_ev": -12479.790, "homo_energy_ev": -10.34, "multiplicity": 1}